1.
120
Properties=species:S:1:pos:R:3 method="wB97M-V/def2-TZVPD" homo_energy_ev=-10.5 spin_multiplicity=1 e_tot_ev=-83196.472
H 2.825 -5.947 0.723
H 1.598 -5.772 0.071
O 2.523 -5.476 -0.065
H 3.674 -4.321 2.854
H 4.095 -2.803 2.455
O 4.285 -3.576 2.993
H -0.013 -3.796 -3.534
H -0.027 -2.414 -2.978
O -0.521 -3.243 -2.922
H -2.045 -5.104 -1.548
H -2.348 -5.078 -0.265
O -2.731 -5.564 -1.013
H -1.662 5.661 0.209
H -3.030 5.762 0.938
O -2.511 5.225 0.324
H -0.722 2.207 -1.632
O -1.644 2.462 -1.631
H 4.314 0.015 4.806
O 3.960 -0.043 3.909
H 1.886 2.693 4.722
H 1.836 2.498 3.079
O 2.288 2.798 3.863
H -5.206 -3.785 -1.709
H -4.957 -2.438 -1.270
O -5.569 -3.164 -1.051
H -3.012 5.070 -2.612
H -1.972 5.479 -3.522
O -2.119 5.523 -2.554
H 4.430 -2.544 -1.092
H 5.759 -1.961 -1.598
O 4.870 -2.207 -1.880
H 0.145 -0.012 -1.355
O 0.761 -0.157 -0.631
H -4.138 -1.103 0.844
H -5.020 -2.280 0.570
O -4.086 -2.045 0.637
H 0.484 -0.713 1.505
H 0.243 0.676 1.170
O 0.285 0.115 2.028
H 0.609 -1.563 2.978
H 2.107 -1.357 3.032
O 1.446 -2.025 2.906
H -1.659 -1.321 3.954
H -3.044 -1.102 4.637
O -2.166 -1.478 4.743
H -3.984 2.071 2.016
H -2.756 1.356 2.567
O -3.638 1.698 2.841
H -0.552 -2.518 0.505
H 0.492 -3.463 1.241
O 0.269 -3.037 0.381
H -4.302 0.356 3.535
O -4.535 -0.601 3.713
H 2.099 0.089 -3.633
H 2.759 -0.296 -5.058
O 1.939 -0.046 -4.577
H 3.502 4.408 1.273
O 4.331 4.375 1.756
H 1.074 1.946 0.668
H 2.025 1.654 -0.372
O 1.421 2.370 -0.118
H -1.508 -0.561 -2.816
H -0.764 0.090 -4.087
O -0.668 -0.342 -3.221
H -3.436 1.623 5.725
H -4.181 1.916 4.423
O -4.316 1.622 5.344
H -1.124 2.652 0.262
H -1.549 3.909 1.151
O -1.317 2.936 1.162
H 2.806 -3.825 -0.148
H 2.248 -2.422 0.134
O 3.046 -2.993 0.337
H 3.016 -2.498 -3.319
H 2.686 -3.327 -2.301
O 2.223 -2.602 -2.744
H 1.313 3.780 -1.487
H 0.902 4.696 -2.613
O 1.160 4.714 -1.675
H 4.103 0.305 -2.548
H 5.448 0.367 -3.391
O 4.496 0.286 -3.415
H -3.553 1.124 -0.255
H -2.918 2.337 -0.497
O -3.777 2.069 -0.113
H -4.303 0.568 -2.614
H -4.927 1.193 -1.438
O -4.813 0.307 -1.838
H 3.596 2.548 0.380
O 4.107 1.819 0.731
H -2.852 -2.017 -3.159
H -2.560 -2.841 -1.888
O -3.202 -2.736 -2.603
H -4.990 -0.853 4.510
H -1.931 3.347 -1.861
H 4.128 4.283 2.709
H 3.010 0.035 3.865
H 1.468 -0.775 -0.848
H 4.869 2.150 1.221
O 1.954 -5.394 2.429
H 1.981 -4.464 2.051
H 1.749 -5.247 3.359
O 5.789 1.125 -1.126
H 6.006 0.597 -0.346
H 4.910 1.481 -0.966
O -1.009 0.996 4.562
H -0.994 0.904 3.603
H -1.066 0.138 4.968
O 1.818 6.245 -0.005
H 0.852 6.211 0.000
H 1.946 6.377 -0.945
O -0.603 -1.225 -5.902
H -1.117 -0.460 -6.215
H 0.286 -0.897 -5.705
O -1.866 -2.021 1.627
H -2.669 -2.231 1.145
H -1.743 -1.253 2.177
O -1.927 1.484 -5.621
H -2.712 1.970 -5.880
H -1.889 0.626 -6.111

=====

2.
120
Properties=species:S:1:pos:R:3 method="wB97M-V/def2-TZVPD" homo_energy_ev="-12.8 / -12.8" charge=+1 spin_multiplicity=2 e_tot_ev=-83179.931 s_squared=0.76
H -1.185 5.556 -2.856
H -2.147 4.420 -3.646
O -1.481 5.104 -3.622
H -3.055 -2.795 -0.870
H -4.625 -2.727 -0.939
O -3.840 -2.583 -1.503
H 4.539 -2.581 -0.316
H 5.180 -2.789 0.794
O 5.206 -2.052 0.201
H 1.078 -1.859 3.512
H 1.198 -2.223 2.194
O 1.633 -2.418 2.981
H -1.504 1.439 -1.098
H -0.197 0.406 -1.564
O -0.590 1.075 -1.043
H -3.286 -0.796 4.362
O -3.265 -1.831 4.611
H -4.122 3.535 1.148
O -4.520 2.628 1.012
H -1.222 4.366 1.714
H -1.022 3.567 0.478
O -1.521 3.559 1.239
H -4.040 -1.486 -3.679
H -5.268 -0.583 -3.194
O -4.863 -1.010 -4.045
H 0.349 -1.199 -0.112
H 1.290 -2.149 -0.793
O 1.231 -1.444 -0.112
H 2.262 -4.138 2.753
H 2.357 -5.590 3.164
O 2.848 -4.951 2.507
H 2.124 -6.369 0.280
O 2.729 -5.671 -0.053
H 5.962 1.272 0.503
H 5.463 -0.266 0.543
O 6.085 0.469 0.104
H 1.291 1.107 -3.667
H -0.301 1.459 -4.004
O 0.386 0.902 -3.484
H 3.411 -1.291 1.386
H 4.357 -1.063 2.516
O 4.129 -0.709 1.774
H -0.800 -1.108 -3.848
H -1.371 -1.161 -5.287
O -1.438 -1.341 -4.417
H -3.040 -3.843 1.673
H -3.515 -5.255 1.606
O -3.808 -4.405 1.927
H 3.026 -3.854 -2.525
H 1.515 -4.213 -2.024
O 2.330 -3.533 -2.035
H 2.079 2.248 1.586
O 1.645 3.120 1.797
H -1.861 -0.521 -0.952
H -1.115 -1.765 -1.428
O -1.573 -1.353 -0.678
H 0.899 2.340 -1.525
O 1.051 3.210 -1.348
H -0.237 0.196 3.165
H -0.672 -0.336 4.529
O -0.004 -0.230 3.843
H -0.728 -3.321 -3.454
H 0.423 -2.349 -3.246
O -0.123 -2.910 -2.749
H -2.261 0.612 5.164
H -1.649 1.477 6.440
O -2.225 0.740 6.072
H -2.621 4.356 -0.404
H -3.488 5.596 -0.824
O -3.214 4.755 -0.974
H 1.113 -4.766 0.107
H 0.351 -3.606 0.140
O 0.278 -4.484 -0.396
H 3.992 0.679 -3.704
H 4.522 0.827 -4.902
O 3.703 1.022 -4.615
H -1.496 -5.287 -1.808
H -2.422 -6.223 -0.989
O -1.820 -6.276 -1.757
H -1.778 1.272 2.596
H -2.886 2.010 3.085
O -2.157 1.385 3.396
H 3.899 -0.735 -1.739
H 4.848 0.520 -1.317
O 3.999 0.136 -1.655
H 3.090 1.168 -0.226
H 3.342 0.594 1.206
O 2.777 1.173 0.719
H 0.198 4.425 -1.047
O -0.234 5.204 -0.514
H -4.129 3.706 -3.454
H -3.631 2.253 -3.706
O -3.602 2.987 -3.022
H 1.511 3.393 2.784
H -4.082 -2.076 4.341
H 1.975 3.172 -0.937
H -5.034 2.949 0.236
H 3.324 -5.363 0.647
H 0.277 5.799 -0.064
O 1.767 1.748 5.938
H 0.689 1.938 5.702
H 2.109 1.305 5.028
O -0.807 0.024 1.570
H -0.057 0.787 1.365
H -0.971 -0.147 0.772
O 1.993 3.865 -4.424
H 1.702 4.184 -3.572
H 2.132 2.899 -4.401
O 0.048 3.737 4.251
H 0.860 4.039 4.679
H -0.639 4.391 4.072
O 0.323 5.678 2.423
H 0.147 4.764 2.094
H 1.263 5.637 2.104
O -3.060 1.002 -4.999
H -2.260 0.766 -4.651
H -3.468 0.256 -4.587
O -0.352 -6.269 1.356
H -1.153 -6.466 1.778
H -0.475 -5.439 0.834

=====

3.
13
Properties=species:S:1:pos:R:3 method="wB97M-V/def2-TZVPD" homo_energy_ev=-4.8 charge=-1 spin_multiplicity=1 e_tot_ev=-16423.717
I 0.524 -0.621 -0.487
O -0.021 -3.689 1.248
H -0.918 -3.765 1.569
H 0.188 -2.970 0.702
O 0.801 3.104 -0.539
H 0.279 3.449 -1.280
H 0.882 2.167 -0.708
O -1.421 0.223 -3.312
H -1.264 1.160 -3.197
H -0.961 -0.166 -2.508
O 1.006 0.465 3.032
H 0.104 0.702 3.309
H 0.802 -0.058 2.170